22
Properties=species:S:1:pos:R:3:mulliken_charge:R:1 method="wB97M-V/def2-TZVPD" homo_ev="-8.97 / -8.97" de_lowest_kcal_mol=31.65 total_energy_ev=-163580.175 charge=0
H -0.042 2.016 2.484 0.32
H -0.084 -1.178 2.217 0.28
C -0.089 0.989 2.869 -1.07
O -1.489 0.769 0.457 -0.08
H 1.485 -0.144 2.090 0.36
H -1.215 0.724 2.941 0.24
H 1.836 -2.018 -3.028 0.33
C -2.485 0.730 -0.453 0.31
Br -4.105 1.106 0.390 0.03
F -2.251 1.177 -1.657 -0.14
C 2.035 -1.373 -2.202 -1.08
C 0.382 -0.074 1.960 -0.27
H 2.906 -0.780 -2.312 0.31
P 0.156 0.559 0.288 0.74
H 1.085 0.644 -2.194 0.38
Br -2.370 -2.061 -0.488 -0.40
O 0.184 -0.624 -0.822 -0.17
H 0.348 0.875 3.866 0.36
H 1.902 -1.855 -1.294 0.31
O 0.930 1.676 -0.167 -0.72
H 0.063 -0.740 -2.832 0.25
C 0.816 -0.419 -2.113 -0.28